The following is a quantum chemistry calculation of a single C4H5NO2 molecule, from OMol25.

Geometry as ORCA input:
```
! wB97M-V def2-TZVPD RIJCOSX def2/J DEFGRID3
* xyz 0 1
C -0.294 -2.067 -0.599
O -0.488 -0.758 -1.132
C -0.306 0.264 -0.281
N -0.924 0.367 0.868
O -0.429 1.530 1.434
C 0.465 2.085 0.603
C 0.593 1.342 -0.517
H 0.377 -2.034 0.264
H -1.246 -2.516 -0.302
H 0.162 -2.654 -1.400
H 0.952 2.987 0.952
H 1.233 1.481 -1.373
*
```

Results
HOMO energy, eV: -9.954
DFT total energy, eV: -9811.9117
SMILES: COc1ccon1
Relative energy (zero: lowest compared OMol25 entry of this formula, charge and spin), eV: 2.4031
Lowest unoccupied orbital energy, eV: 0.984
Frontier orbital gap, eV: 10.94
Largest force on an atom, eV/Å: 0.42